No. 1
Formula: H11O6
Source: the OMol25 dataset
Level of theory: ωB97M-V/def2-TZVPD

Calculated values
- ΔE to the lowest compared entry with this formula, charge and spin: 38.0 kcal/mol

Structure (ORCA input):
```
! wB97M-V def2-TZVPD RIJCOSX def2/J DEFGRID3
* xyz -1 1
O 0.02357 1.65382 0.60214
O -1.85891 -4.29453 0.02635
O -1.73384 2.26560 2.67764
O 0.78274 -1.65912 0.57669
O 0.59626 0.26021 -1.37767
O 2.59776 1.79935 -2.16336
H -1.41292 -4.54152 0.81093
H -2.35819 1.59296 2.33818
H 0.46027 2.12859 -0.09535
H -0.36196 0.32239 -1.62687
H 2.26837 2.52881 -1.57588
H -1.13833 2.16958 1.95440
H 1.92296 1.11958 -1.97509
H 1.71470 -1.62011 0.36756
H 0.32661 -1.23963 -0.14838
H -1.75949 -3.32718 -0.31509
H -0.06960 0.84121 -0.07622
*
```

=====

No. 2
Formula: C21H39CdCl3N7O3Si
Source: the OMol25 dataset
Level of theory: ωB97M-V/def2-TZVPD

Calculated values
- ΔE to the lowest compared entry with this formula, charge and spin: 29.5 kcal/mol

Structure (ORCA input):
```
! wB97M-V def2-TZVPD RIJCOSX def2/J DEFGRID3
* xyz -1 1
Cd -1.49506 -1.52195 0.58638
Cl -3.07667 0.24871 0.97417
Cl -1.34719 -3.92379 0.38222
Cl 1.01038 2.33150 2.57740
Si 1.06969 0.20009 -0.78264
O 0.14765 4.91429 -0.05187
O 0.21078 -1.22901 2.09147
O -0.36972 -0.99866 -1.17800
N -0.07206 -0.01093 5.15519
N -1.64850 1.56863 4.85207
N 0.44540 1.15845 5.59594
N -0.52707 2.05111 5.43745
N 1.80473 -2.00419 3.52839
N -1.98037 4.25064 0.49058
N -0.30593 3.40883 5.55577
C 2.38992 -4.11161 -2.81894
C 1.47613 -1.67012 -3.83315
C -0.71213 4.63576 0.78698
C 2.28385 -3.07858 4.38861
C -0.59177 -1.83691 -2.33032
C 2.70993 -2.18824 -4.24574
C -1.40487 -1.25286 -4.62915
C -2.84567 -0.61217 -2.72127
C 0.68061 -2.14166 2.83109
C -1.29477 0.27907 4.67602
C -2.39405 4.03784 -0.88410
C 1.41071 1.16086 -2.34980
C -2.32748 -0.63672 -5.61452
C 0.71307 -2.36843 -2.89199
C -2.96374 3.94232 1.51752
C 1.18486 -3.57848 -2.36830
C 2.44794 -0.93395 -0.32123
C 0.30341 1.40101 0.33630
C 3.16050 -3.41277 -3.75637
C 2.50425 -0.72235 3.55645
C -1.58924 -1.20606 -3.29364
H 1.68733 2.20193 -2.10869
H 0.50661 1.18977 -2.97524
H 2.08064 -1.86263 0.13036
H 4.10060 -3.82749 -4.11186
H 3.15790 -0.47016 0.37763
H -3.05206 0.35242 -3.20837
H 3.28935 -1.62538 -4.98185
H 3.02247 -2.66515 5.08051
H -3.72847 -1.24975 -2.91111
H -3.28120 -1.17558 -5.70317
H 2.61601 -0.32411 2.54057
H -3.20725 2.86734 1.51228
H -2.55211 4.22309 2.49507
H -3.31709 4.60488 -1.07030
H 0.18695 -3.12332 2.90567
H -0.50875 4.65382 1.87941
H 2.72038 -5.07689 -2.44326
H -1.11063 -2.72370 -1.93791
H -1.60563 4.37510 -1.56222
H 2.74164 -3.88845 3.80244
H 3.02099 -1.20974 -1.21642
H 2.23474 0.72220 -2.92664
H -2.55850 0.40719 -5.36448
H 0.57216 -4.07652 -1.60886
H -2.61646 2.97175 -1.05792
H 0.31224 3.70896 4.79696
H -0.57210 -1.80740 -5.05164
H 0.54185 2.41899 0.00848
H 3.48495 -0.90136 4.01021
H -3.87686 4.52316 1.32590
H -1.95953 -0.41854 4.18320
H 0.82894 1.21403 1.33280
H 1.44731 -3.50488 4.95474
H 1.93836 -0.00932 4.16618
H 1.08434 -0.74156 -4.26267
H -0.76770 1.32734 0.53819
H -1.85818 -0.64693 -6.60270
H -2.79526 -0.42776 -1.63858
H -1.21549 3.84499 5.45431
*
```

=====

No. 3
Formula: C4H5NO
Source: the OMol25 dataset
Level of theory: ωB97M-V/def2-TZVPD

Calculated values
- ΔE to the lowest compared entry with this formula, charge and spin: 12.3 kcal/mol

Structure (ORCA input):
```
! wB97M-V def2-TZVPD RIJCOSX def2/J DEFGRID3
* xyz 0 1
O -1.13212 0.93410 1.70114
N 0.34466 -0.68219 0.81058
C -0.18992 0.95512 -0.60024
C 0.51211 -0.06055 -1.31319
C -0.32573 0.50566 0.68555
C 0.84669 -1.04330 -0.41855
H -2.01347 0.71870 1.36538
H 1.32739 -1.99917 -0.56418
H 0.53259 -1.13513 1.69210
H -0.57627 1.89147 -0.97593
H 0.67408 -0.08472 -2.38266
*
```

=====

No. 4
Formula: C10H16N2O7
Source: the OMol25 dataset
Level of theory: ωB97M-V/def2-TZVPD

Calculated values
- ΔE to the lowest compared entry with this formula, charge and spin: 80.4 kcal/mol

Structure (ORCA input):
```
! wB97M-V def2-TZVPD RIJCOSX def2/J DEFGRID3
* xyz 0 1
O 0.91738 -0.79997 -3.88754
O -1.84509 1.62512 3.44549
O -2.22988 -1.80777 -1.39940
O -2.85185 -3.40228 -0.02285
O 0.26008 0.80671 -2.54910
O 0.36438 1.43452 3.02549
O 2.04709 -0.98686 0.85586
N 2.40343 1.75334 1.04414
N 0.02657 -0.16960 0.90772
C -2.75207 -1.10009 0.95871
C 1.98570 1.08950 -0.15530
C 1.24015 0.20365 -3.01506
C -2.43718 -2.13029 -0.22551
C -0.77455 1.36151 2.57376
C 3.14884 0.45782 -1.10807
C -2.32937 0.40056 0.58473
C 2.67728 0.32362 -2.69043
C 1.30638 -0.09375 0.48657
C -0.89902 0.98187 1.04212
H 3.40583 -0.39191 -0.59555
H -3.82986 -1.17749 1.27584
H -3.17581 -3.76109 -0.87171
H 3.90241 1.32234 -1.11131
H 0.10600 -0.85834 1.62244
H 1.25783 1.90561 -0.65211
H 3.23663 -0.51252 -3.03093
H 2.99747 1.29714 -3.21071
H 2.71676 2.73667 1.29947
H -1.43927 1.90318 4.35124
H -3.07659 1.10584 0.89684
H -2.08083 -1.47045 1.77667
H -0.01911 -0.87819 -3.70016
H -0.68379 1.93983 0.55616
H 1.87133 1.39875 1.84942
H -2.49278 0.43240 -0.57134
*
```

=====

No. 5
Formula: C26H20BClF3N9O4PbS
Source: the OMol25 dataset
Level of theory: ωB97M-V/def2-TZVPD

Structure (ORCA input):
```
! wB97M-V def2-TZVPD RIJCOSX def2/J DEFGRID3
* xyz 0 1
Pb -0.69018 0.57230 1.08525
Cl 5.85598 0.22382 -1.57976
S 0.64011 3.02730 0.90886
F -0.25914 -0.91976 -6.20908
F -0.97739 1.07205 -6.64125
F 1.12172 0.74622 -6.23387
O 3.35959 1.85710 3.32402
O 6.72845 2.33536 0.40085
O 5.85433 2.30830 2.43323
O 1.59235 2.63305 2.30875
N -0.90640 0.93456 -1.72436
N 3.29234 0.20295 -0.75952
N -2.25861 0.03435 3.94939
N -1.26713 0.81140 3.46028
N -2.41719 -2.08690 2.53544
N 2.48547 0.62525 0.23383
N -1.25833 -2.00341 1.85033
N -3.12236 0.74980 1.07539
N -3.81290 -0.00638 1.95179
C -5.12577 0.16040 1.74322
C -1.57654 0.14139 -3.87194
C -0.71011 1.43542 4.49171
C -1.73770 -4.16546 2.22089
C 4.55895 0.65199 -0.57395
C 0.53189 1.24082 -3.60385
C 1.50769 -2.08928 -3.79423
C -2.72124 -3.37461 2.77318
C -1.34440 1.06908 5.67810
C -1.79031 0.33445 -2.52032
C 0.22547 1.38453 -2.25851
C 3.24447 1.33815 1.04297
C 2.50188 -1.17841 -4.11455
C 2.71614 1.95794 2.29417
C -0.11530 0.37745 -5.88100
C -0.38346 0.59717 -4.41384
C 1.73315 -1.49457 -1.47554
C -4.01005 1.38300 0.31477
C 2.72661 -0.58301 -1.80609
C 1.12580 -2.24337 -2.46859
C -0.84460 -3.24901 1.65749
C 4.59131 1.37546 0.60158
C -5.30545 1.04264 0.69642
C 5.81549 2.05332 1.12962
C -2.32092 0.18017 5.28120
C 3.11574 -0.42046 -3.12777
B -3.17744 -0.85934 3.08675
H 3.86174 0.30920 -3.40119
H -1.12263 1.40252 6.67395
H 1.03492 -2.67419 -4.57058
H 0.10590 2.12230 4.33572
H -1.67345 -5.23763 2.23142
H -3.67547 2.05957 -0.45388
H 1.45610 -1.62388 -0.43978
H 0.92288 1.85411 -1.57352
H -4.07065 -1.26552 3.77320
H -3.60996 -3.63632 3.31900
H -6.23307 1.39112 0.28117
H 1.46844 1.60784 -3.99568
H -5.84099 -0.35911 2.35553
H 2.80333 -1.04295 -5.14430
H -3.05776 -0.35528 5.85233
H 5.01983 2.03828 2.88347
H -2.69959 -0.01600 -2.04663
H -2.31057 -0.36560 -4.48159
H 0.07585 -3.43987 1.12993
H 0.35314 -2.95181 -2.20006
*
```

=====

No. 6
Formula: C5H9N2O5P
Source: the OMol25 dataset
Level of theory: ωB97M-V/def2-TZVPD

Calculated values
- ΔE to the lowest compared entry with this formula, charge and spin: 54.8 kcal/mol

Structure (ORCA input):
```
! wB97M-V def2-TZVPD RIJCOSX def2/J DEFGRID3
* xyz -2 1
P 0.73177 1.34408 -2.44430
O 2.32833 -1.95492 -2.09855
O 0.86135 0.22637 -3.77461
O -0.57244 2.06632 -2.48271
O 1.85847 2.32744 -2.60796
O 2.94961 -1.45446 -0.00249
N -0.36109 -0.27634 -0.59110
N 1.34432 1.07827 0.12372
C -0.28196 -1.70121 -0.32737
C 0.44388 1.00238 1.15786
C 0.90627 0.22957 -0.96941
C -0.95066 0.53404 0.52146
C 2.36179 -1.33464 -1.05387
H -1.29815 -1.99040 0.01223
H -1.53772 0.16396 1.40428
H -1.53047 1.28949 -0.02032
H 0.55329 0.26426 1.98803
H 0.50496 -1.88894 0.46052
H 1.09525 -0.58645 -3.24475
H 0.43579 2.03030 1.62479
H 1.54875 2.05587 -0.24714
H 0.09286 -2.31228 -1.25482
*
```

=====

Respective HOMO level values: -5.2455, -3.9066, -8.1014, -8.3435, -8.0306, 0.2983 eV.
Respective HOMO-LUMO gap values: 8.77, 6.44, 8.91, 8.70, 7.77, 5.92 eV.
Respective LUMO values: 3.52, 2.54, 0.81, 0.36, -0.26, 6.22 eV.